This record from the OMol25 dataset describes a structure of composition C27H35AsN4O6V in a non-equilibrium geometry. The level of theory is the ωB97M-V functional and the def2-TZVPD basis.

Its multiplicity is 3. The calculation puts the calculated total energy at -133327.0802 eV. As for the HOMO-LUMO gap (spin up / spin down): 5.938 / 6.966 eV. Its charge is +1.

Each line ends with the Löwdin spin population.
Atoms and positions in Å:
1 O 0.17 -0.02 -2.87  0.0035
2 H -0.14 0.21 -3.76  0.0004
3 V 0.68 -0.29 0.12  2.2161
4 N 0.28 1.52 0.75  -0.1116
5 N 2.03 0.65 -0.93  -0.0720
6 N -0.94 -1.06 0.91  0.0011
7 N 0.61 -1.97 -0.84  0.0070
8 O -0.71 1.89 1.55  -0.1420
9 O -1.65 -0.48 1.94  0.0035
10 O 1.57 -2.37 -1.75  0.0124
11 O 2.84 0.07 -1.78  -0.1390
12 C 2.18 1.96 -0.57  0.0005
13 C 1.28 2.41 0.43  0.0211
14 C -1.18 -2.36 0.58  0.0664
15 C -0.32 -2.86 -0.44  0.0627
16 C 1.35 3.70 1.15  0.0068
17 H 1.70 3.55 2.19  0.0018
18 H 0.37 4.18 1.19  0.0015
19 H 2.05 4.37 0.65  0.0000
20 C 3.24 2.77 -1.21  0.0030
21 H 3.22 2.64 -2.30  0.0001
22 H 4.24 2.46 -0.85  0.0006
23 H 3.10 3.82 -0.97  0.0003
24 C -2.19 -3.16 1.31  0.0104
25 C -0.36 -4.25 -0.95  0.0093
26 H -2.98 -2.51 1.72  0.0007
27 H -1.73 -3.71 2.14  0.0037
28 H -2.65 -3.89 0.63  0.0018
29 H 0.16 -4.31 -1.92  0.0004
30 H -1.40 -4.56 -1.08  0.0021
31 H 0.12 -4.94 -0.25  0.0034
32 H -1.36 0.52 1.88  0.0009
33 H 2.09 -1.52 -1.95  0.0005
34 C -0.82 0.50 -1.92  -0.0006
35 H -0.57 1.52 -1.62  0.0012
36 H -0.94 -0.19 -1.06  0.0002
37 H -1.80 0.54 -2.42  -0.0010
38 O -3.23 2.84 0.11  -0.0012
39 H -3.87 2.12 0.24  0.0000
40 H -2.47 2.59 0.68  0.0001
41 C 2.18 2.69 5.11  -0.0007
42 C 3.39 2.24 4.57  0.0004
43 C 3.40 1.15 3.69  -0.0002
44 C 2.20 0.51 3.37  0.0046
45 C 0.99 0.97 3.89  -0.0005
46 C 0.98 2.06 4.78  0.0001
47 As 2.18 -0.93 2.02  0.0172
48 C 4.07 -1.47 1.97  -0.0002
49 C 4.82 -1.25 0.81  -0.0009
50 C 6.17 -1.61 0.79  0.0001
51 C 6.76 -2.19 1.92  -0.0003
52 C 6.00 -2.42 3.07  -0.0001
53 C 4.65 -2.07 3.10  -0.0009
54 C 1.42 -2.53 2.90  0.0057
55 C 1.63 -3.76 2.28  -0.0001
56 C 1.00 -4.90 2.79  0.0004
57 C 0.19 -4.81 3.93  -0.0009
58 C 0.02 -3.58 4.56  0.0006
59 C 0.63 -2.43 4.05  -0.0001
60 H 2.17 3.54 5.80  0.0000
61 H 4.33 2.73 4.84  0.0001
62 H 4.34 0.79 3.27  0.0000
63 H 0.05 0.47 3.65  0.0000
64 H 0.04 2.39 5.20  0.0001
65 H 4.34 -0.80 -0.07  -0.0004
66 H 6.76 -1.43 -0.11  0.0000
67 H 7.82 -2.47 1.90  0.0000
68 H 6.45 -2.88 3.95  0.0000
69 H 4.04 -2.26 3.99  -0.0001
70 H 2.28 -3.84 1.40  0.0000
71 H 1.16 -5.87 2.30  0.0001
72 H -0.29 -5.70 4.33  0.0000
73 H -0.59 -3.50 5.46  0.0001
74 H 0.52 -1.47 4.55  0.0000